Record 1
DFT (ωB97M-V with the def2-TZVPD basis set) results for one molecule with the formula CH6NPS.

ORCA input file:
```
! RIJCOSX wB97M-V def2-TZVPD def2/J DEFGRID3
* xyz 0 3
N -1.058 0.044 -1.021
H 0.774 -0.513 2.358
H 0.963 0.948 1.276
H -0.773 1.011 -1.367
H 0.861 -0.087 -2.168
P -0.130 -1.010 -0.038
C 0.387 0.130 1.535
H -0.670 0.299 1.795
H -1.987 -0.264 -1.152
S 1.634 -0.558 -1.219
*
```

Summary:
ΔE to the lowest compared entry with this formula, charge and spin = 51.4 kcal per mole
F_max = 4.7 eV Å⁻¹
HOMO level (spin up / spin down) = -4.352 / -9.383 eV

Atomic partial charges in e from the Mulliken method, atoms 1 to 5: -0.58, 0.30, 0.35, 0.26, 0.19

Record 2
DFT (ωB97M-V with the def2-TZVPD basis set) results for a 8-piece molecular cluster, C34H44F16O14 overall.

ORCA input file:
```
! RIJCOSX wB97M-V def2-TZVPD def2/J DEFGRID3
* xyz 0 1
H 3.525 4.032 4.497
H 0.978 -2.286 -2.020
H -3.575 -3.696 -0.433
H -0.086 -0.770 2.235
C 1.926 -3.346 -0.383
H -0.322 2.228 -2.303
O 0.222 -0.446 -1.906
C 4.505 1.330 -2.053
C 5.332 0.441 -1.185
C -5.825 -4.347 -1.708
C -3.846 4.576 -1.506
C -3.350 3.427 -3.514
C -4.465 -4.035 -2.358
F 0.471 -4.169 -1.922
F 2.437 -3.401 -2.626
H 1.313 0.909 5.513
H 4.947 -0.574 -1.253
F 0.842 -3.198 0.454
O 4.394 1.341 -3.250
F -1.539 -4.789 0.377
H 6.070 1.192 0.709
O 1.109 4.316 3.078
H -5.370 2.351 -3.151
F 0.700 -4.178 3.102
O -2.940 -5.508 -1.301
O -4.938 3.841 -1.823
C 0.494 1.780 -2.888
C -2.817 4.518 -2.498
H 3.173 -3.996 1.774
C 5.132 0.848 0.248
H -1.963 6.825 1.026
F -4.670 -2.747 -2.739
C 4.283 2.127 0.093
O -1.832 2.168 -0.652
C 2.958 2.353 5.875
O -3.762 5.239 -0.476
C -4.465 2.715 -2.639
C 0.064 0.834 -5.134
H -0.396 1.973 1.781
H -0.055 -5.269 1.625
C -2.423 -5.773 -0.083
F -5.799 -5.670 -1.424
H -2.607 5.370 -3.045
H -2.591 -1.419 1.561
C -0.609 5.308 0.288
H -0.892 0.882 -5.652
H -1.428 0.181 2.805
F 0.126 -6.280 3.337
H -1.512 5.500 3.011
H -1.498 4.802 0.102
C -0.485 1.075 1.130
F 2.784 -5.973 3.225
C -1.679 -7.139 0.033
C 0.365 4.855 2.323
C -3.282 -4.119 -1.434
H -2.572 2.765 -3.949
C 3.836 3.053 4.793
F -4.424 -4.860 -3.485
C -0.883 -0.133 1.928
O 0.354 4.495 0.998
H 1.426 2.096 -2.382
H 0.834 0.432 -5.784
H -4.069 1.884 -2.010
F -3.361 -5.806 0.936
H -3.914 3.918 -4.313
O 2.554 -4.484 -0.192
C 1.439 -3.213 -1.790
H 4.771 0.129 0.963
O 3.798 2.136 -1.281
C -0.925 6.592 1.209
H 3.619 1.602 6.425
C -1.863 -0.874 1.009
F -1.394 -7.245 1.295
H -0.188 5.638 -0.635
H -6.689 -4.086 -2.307
C 0.452 2.177 -4.397
O -0.059 -0.207 -4.072
O -2.435 0.190 0.191
C -1.603 1.243 0.111
H -2.432 -3.557 -1.775
H 4.878 2.978 5.083
H -0.257 2.947 -4.642
C 0.171 0.269 -2.866
C -0.635 6.015 2.552
F -0.546 -7.197 -0.691
H 1.167 2.560 4.865
F -5.927 -3.680 -0.541
H -2.340 -7.982 -0.343
H 5.002 2.935 0.263
H -1.964 4.101 -1.989
H 6.385 0.454 -1.372
C 2.528 1.449 3.734
O 2.262 0.682 2.881
H 3.430 2.112 0.719
C 2.958 -4.867 1.168
H 3.933 -5.340 1.027
F 1.927 -7.038 1.478
O 3.671 2.201 3.646
C 1.843 1.739 5.035
C 2.089 -5.791 2.052
H 2.667 3.036 6.653
H -0.332 7.408 0.899
H -1.309 -1.564 0.392
H -0.390 6.679 3.307
H 1.469 2.607 -4.676
F 2.783 -2.321 -0.098
C 0.664 -5.382 2.490
H 0.466 0.895 0.641
*
```

Summary:
ΔE to the lowest compared entry with this formula, charge and spin = 8.2 kcal per mole
F_max = 4.5 eV Å⁻¹
HOMO level = -10.152 eV
SMILES string = FC(F)C(F)(F)COC(F)(F)C(F)F.FC(F)C(F)(F)COC(F)(F)C(F)F.O=C1CCCO1.O=C1CCCO1.O=C1CCCO1.O=C1CCCO1.O=C1CCCO1.O=C1CCCO1

Atomic partial charges in e from the Mulliken method, atoms 1 to 5: 0.27, -0.78, 0.36, 0.40, 0.75

Record 3
DFT (ωB97M-V with the def2-TZVPD basis set) results for a 2-piece molecular cluster, C2H7OS overall.

ORCA input file:
```
! RIJCOSX wB97M-V def2-TZVPD def2/J DEFGRID3
* xyz -1 1
H -2.071 -1.203 -0.830
H 0.584 -1.957 0.781
C 0.642 0.114 -0.372
H 0.934 1.612 1.255
S 1.626 -1.266 0.340
C 0.148 1.050 0.733
H -0.642 -0.427 -1.061
O -1.573 -0.818 -1.556
H -0.545 1.757 0.271
H -0.442 0.495 1.462
H 1.338 0.643 -1.022
*
```

Summary:
ΔE to the lowest compared entry with this formula, charge and spin = 42.2 kcal per mole
F_max = 0.6 eV Å⁻¹
HOMO level = -2.158 eV

Atomic partial charges in e from the Mulliken method, atoms 1 to 5: 0.26, 0.04, -0.67, 0.31, -0.34

Record 4
DFT (ωB97M-V with the def2-TZVPD basis set) results for a 3-piece molecular cluster, C4H16NO2S overall.

ORCA input file:
```
! RIJCOSX wB97M-V def2-TZVPD def2/J DEFGRID3
* xyz 2 2
H -3.695 0.605 2.113
H 4.024 -1.042 -2.095
C -1.650 0.536 0.344
N 1.200 -0.577 -0.793
H -2.573 0.364 3.412
H 3.907 -2.599 -1.835
O 1.468 1.547 -2.578
H 1.168 -1.305 1.238
H 1.645 1.629 -3.529
O 3.402 -1.763 -1.926
H -1.242 -1.175 1.579
C -2.926 1.119 2.699
H 2.033 -1.185 -0.792
H -1.392 1.093 -0.543
H -3.374 1.850 3.375
H -2.632 0.063 0.168
H 0.800 2.186 -2.320
C 0.700 -0.513 0.645
H 0.452 -1.040 -1.312
S -1.647 1.719 1.685
C -0.809 -0.741 0.679
H 0.965 0.463 1.064
H -1.053 -1.583 -0.008
H 1.227 0.351 -1.271
*
```

Summary:
ΔE to the lowest compared entry with this formula, charge and spin = 0.0 kcal per mole
F_max = 2.4 eV Å⁻¹
HOMO level (spin up / spin down) = -18.317 / -18.317 eV

Atomic partial charges in e from the Mulliken method, atoms 1 to 5: 0.34, 0.33, -0.51, -0.11, 0.36

Record 5
DFT (ωB97M-V with the def2-TZVPD basis set) results for one molecule with the formula C6H11NS.

ORCA input file:
```
! RIJCOSX wB97M-V def2-TZVPD def2/J DEFGRID3
* xyz 0 1
H 0.153 -3.045 -0.211
H -1.819 1.786 1.398
H 1.203 2.266 -0.746
H -1.453 -1.525 -0.726
C -1.743 -0.618 -0.281
H 1.658 -2.804 0.674
H -2.120 2.106 -0.406
C -1.331 1.820 0.342
C 0.521 0.169 -0.209
H 2.448 0.968 -0.801
C 1.566 1.323 -0.274
H -0.589 2.690 0.348
S -3.413 -0.542 -0.196
H 0.119 -2.124 1.294
C -0.823 0.459 -0.059
N 1.090 -1.091 -0.355
H 1.877 1.451 0.766
C 0.721 -2.294 0.367
H 1.934 -0.992 -0.923
*
```

Summary:
ΔE to the lowest compared entry with this formula, charge and spin = 28.5 kcal per mole
F_max = 2.8 eV Å⁻¹
HOMO level = -7.824 eV
SMILES string = CN/C(C)=C(/C)C=S

Atomic partial charges in e from the Mulliken method, atoms 1 to 5: 0.31, 0.27, 0.33, 0.37, -0.64

Record 6
DFT (ωB97M-V with the def2-TZVPD basis set) results for a 2-piece molecular cluster, C2H4Cl3N2 overall.

ORCA input file:
```
! RIJCOSX wB97M-V def2-TZVPD def2/J DEFGRID3
* xyz 1 1
H -1.890 2.330 -0.730
C -0.548 0.857 -0.303
H -1.700 1.103 -1.958
N -1.467 1.469 -1.050
Cl 1.517 -2.765 0.307
H -0.037 -1.118 -1.190
Cl 2.766 -0.401 1.198
H -0.432 1.262 0.760
N 0.131 -0.239 -0.561
Cl 0.280 -1.195 2.412
C 1.380 -1.304 1.116
*
```

Summary:
ΔE to the lowest compared entry with this formula, charge and spin = 43.6 kcal per mole
F_max = 3.1 eV Å⁻¹
HOMO level (spin up / spin down) = -14.250 / -14.249 eV

Atomic partial charges in e from the Mulliken method, atoms 1 to 5: 0.24, 0.25, 0.24, -0.32, 0.00

Record 7
DFT (ωB97M-V with the def2-TZVPD basis set) results for C22H28BFN9OSeY as an isolated structure.

ORCA input file:
```
! RIJCOSX wB97M-V def2-TZVPD def2/J DEFGRID3
* xyz 1 2
C -2.656 0.173 1.467
H -2.020 0.029 3.508
C -0.987 -1.460 -4.977
H 1.121 2.173 2.643
H 1.217 -2.087 2.188
C 2.511 0.758 -2.953
C 0.530 -2.081 1.359
C -1.046 -2.450 -0.127
H -0.765 -3.850 1.577
H -6.085 -0.349 3.035
H -1.715 -2.244 -5.175
N 0.616 1.429 0.747
H 2.443 -0.141 -4.891
H -2.845 3.506 -0.320
H 4.146 1.036 -0.146
C -5.033 -0.043 1.189
N 2.485 -0.086 1.621
H 3.884 0.194 5.524
F -1.448 1.421 -3.710
N 0.566 -1.106 0.435
H -0.080 -1.628 -5.554
C 0.534 2.311 1.753
H 4.596 1.508 -2.794
H 1.090 0.954 -4.566
H 2.116 0.204 5.470
Y -0.699 0.436 -2.115
N 2.261 0.380 -0.826
H -0.665 4.146 1.997
H -1.657 0.320 1.087
C 3.955 -1.169 2.863
C -2.201 -3.003 -0.897
C 3.006 -0.337 5.155
C 3.557 -0.924 1.579
H 3.950 -1.295 0.646
H -2.414 -2.411 -1.787
C 3.706 1.120 -2.332
C -0.377 3.291 1.411
H 2.690 1.601 -4.904
N -0.224 1.815 -0.257
C -3.768 0.143 0.624
H -1.405 -0.489 -5.221
N 1.641 0.319 -2.035
O -0.675 -1.427 -3.562
Se -3.658 0.345 -1.240
B 1.491 0.162 0.515
C -1.837 3.627 -0.723
C -0.831 2.941 0.140
H -5.921 -0.064 0.573
H -3.098 -3.017 -0.276
H -0.226 -2.238 -3.296
H 4.787 -1.770 3.187
H -1.633 4.696 -0.771
N 2.152 0.178 2.916
C -0.480 -2.962 1.041
C 3.040 -0.447 3.667
C 2.158 0.793 -4.404
N -4.064 -0.176 3.372
H -2.005 -4.029 -1.211
C -2.864 0.010 2.828
H -1.828 3.248 -1.748
H 3.001 -1.324 5.619
C -5.121 -0.200 2.563
C 3.496 0.879 -0.990
N -0.414 -1.331 -0.490
*
```

Summary:
F_max = 0.2 eV Å⁻¹
HOMO level (spin up / spin down) = -11.703 / -11.703 eV

Atomic partial charges in e from the Mulliken method, atoms 1 to 5: 0.35, 0.47, -0.75, 0.64, 0.38

Record 8
DFT (ωB97M-V with the def2-TZVPD basis set) results for a 2-piece molecular cluster, C4H8O2 overall.

ORCA input file:
```
! RIJCOSX wB97M-V def2-TZVPD def2/J DEFGRID3
* xyz 0 1
H -0.714 0.989 -1.627
H -1.083 0.409 0.944
H 1.061 1.479 0.411
H -1.643 -0.631 -1.753
C 0.814 -0.648 0.544
C -1.544 0.349 -1.238
C 1.578 0.555 0.106
H 1.229 -1.619 0.267
C -0.629 -0.647 0.815
H -1.211 -1.583 0.708
H 2.578 0.572 0.563
O 0.314 -0.705 1.886
H 1.734 0.597 -0.987
O -2.484 0.883 -0.639
*
```

Summary:
ΔE to the lowest compared entry with this formula, charge and spin = 85.1 kcal per mole
F_max = 3.9 eV Å⁻¹
HOMO level = -10.234 eV
SMILES string = C[C@@H]1CO1.C=O

Atomic partial charges in e from the Mulliken method, atoms 1 to 5: 0.23, 0.39, 0.33, 0.30, 0.46

Record 9
DFT (ωB97M-V with the def2-TZVPD basis set) results for CH2F3O4SSn as an isolated structure.

ORCA input file:
```
! RIJCOSX wB97M-V def2-TZVPD def2/J DEFGRID3
* xyz 1 1
S 14.589 23.002 1.177
H 22.052 22.098 6.123
O 13.560 22.689 2.214
O 15.639 21.939 1.077
F 16.414 24.902 0.913
Sn 19.679 18.371 2.428
H 23.286 21.833 5.287
F 16.092 24.286 2.968
O 22.349 21.643 5.335
F 14.645 25.593 1.977
O 14.007 23.288 -0.140
C 15.507 24.566 1.793
*
```

Summary:
ΔE to the lowest compared entry with this formula, charge and spin = 97.4 kcal per mole
F_max = 2.7 eV Å⁻¹
HOMO level = -11.755 eV

Atomic partial charges in e from the Mulliken method, atoms 1 to 5: 1.09, 0.33, -0.46, -0.48, -0.19

Record 10
DFT (ωB97M-V with the def2-TZVPD basis set) results for a 3-piece molecular cluster, C11H30NO6S2 overall.

ORCA input file:
```
! RIJCOSX wB97M-V def2-TZVPD def2/J DEFGRID3
* xyz 1 1
S -0.274 -4.843 -0.550
O -0.808 -5.400 0.657
H -0.988 0.907 0.533
C 2.703 -1.504 -0.078
H -1.703 0.130 -1.334
O -1.039 3.542 1.085
H -0.187 0.249 -1.931
H 4.256 0.484 -1.181
H -2.134 -5.114 -3.630
C -1.742 -6.458 -1.987
H -3.899 6.824 2.742
C 1.144 0.528 0.383
H -2.283 7.240 3.350
H 1.224 1.627 0.381
C 1.486 -4.851 -0.476
O -0.875 5.989 1.470
C -2.863 6.490 2.811
H 3.664 1.168 0.396
H -1.585 -7.349 -2.593
S -0.393 4.525 1.916
O -0.686 -3.547 -1.030
H -2.842 5.576 3.405
C 1.288 4.690 1.396
H -3.566 -5.976 -3.030
N -0.749 -0.222 -1.223
H 1.825 -5.836 -0.166
O -0.422 4.435 3.346
H -2.813 5.456 0.907
H 3.045 1.848 -1.115
H -2.405 7.163 0.829
H 1.877 -4.596 -1.458
H -2.205 -6.781 -1.052
C -2.286 6.260 1.427
H -2.888 -4.626 -2.119
C 2.187 -0.106 -0.602
C -2.636 -5.489 -2.737
O -0.437 -5.908 -1.736
C -0.347 0.068 0.200
C 3.390 0.907 -0.645
H 2.282 -2.303 -0.737
H 1.723 5.554 1.892
H 1.787 -4.103 0.253
H 1.815 3.785 1.693
H 3.800 -1.494 -0.157
H 1.843 -0.200 -1.650
H -0.816 -1.239 -1.338
H 1.313 4.806 0.315
H 2.342 -1.698 0.946
H 1.438 0.202 1.399
H -0.560 -0.810 0.826
*
```

Summary:
F_max = 1.9 eV Å⁻¹
HOMO level = -13.228 eV

Atomic partial charges in e from the Mulliken method, atoms 1 to 5: 1.22, -0.65, 0.36, -1.02, 0.43

Record 11
DFT (ωB97M-V with the def2-TZVPD basis set) results for one molecule with the formula C4H7NO4.

ORCA input file:
```
! RIJCOSX wB97M-V def2-TZVPD def2/J DEFGRID3
* xyz 0 1
C 1.552 -0.755 -0.371
O 2.503 -0.068 -1.025
H 0.086 1.404 -0.650
H 1.356 0.004 1.401
H -3.172 -0.460 -1.205
O -1.382 0.708 -1.190
O 1.361 -1.942 -0.428
H 0.714 2.164 0.777
H -0.481 -1.576 0.808
H 2.219 0.903 -0.653
N 0.790 1.391 0.105
H -1.204 -0.334 1.766
C -1.643 -0.078 -0.314
C -0.736 -0.473 0.814
O -2.687 -0.923 -0.454
C 0.724 0.034 0.619
*
```

Summary:
ΔE to the lowest compared entry with this formula, charge and spin = 24.7 kcal per mole
F_max = 4.2 eV Å⁻¹
HOMO level = -9.805 eV
SMILES string = N[C@@H](CC(=O)O)C(=O)O

Atomic partial charges in e from the Mulliken method, atoms 1 to 5: 0.41, -0.55, 0.31, 0.64, 0.35

Record 12
DFT (ωB97M-V with the def2-TZVPD basis set) results for C6H3CaFO8 as an isolated structure.

ORCA input file:
```
! RIJCOSX wB97M-V def2-TZVPD def2/J DEFGRID3
* xyz 0 1
O -2.016 1.760 -0.201
O -5.188 -1.327 0.036
C 2.226 1.172 0.093
O 4.269 -0.707 -1.424
H 1.066 -0.025 -1.196
C -2.512 0.681 0.057
O 4.504 -1.785 0.532
C 1.834 -0.008 -0.422
H -1.371 -0.471 1.492
O 1.622 2.314 0.046
O 2.488 -1.180 -0.123
F 3.438 1.304 0.698
O -3.010 -1.467 0.595
Ca -0.278 2.972 -0.157
C -4.112 -0.864 0.194
O -3.804 0.462 -0.137
C 3.859 -1.252 -0.380
H -1.127 -0.985 -0.205
C -1.886 -0.593 0.503
*
```

Summary:
F_max = 3.7 eV Å⁻¹
HOMO level = -6.167 eV

Atomic partial charges in e from the Mulliken method, atoms 1 to 5: -0.78, -0.41, 0.68, -0.70, 0.14